1.
Density functional theory data (the ωB97M-V functional and the def2-TZVPD basis) for a gas-phase ion, C2H6NO3S (charge +1) in a non-equilibrium geometry.

ORCA input file:
```
! wB97M-V def2-TZVPD RIJCOSX def2/J DEFGRID3
* xyz 1 1
C -0.986 1.292 -0.567
C -0.807 -1.282 0.579
N 2.758 0.186 0.736
O 3.532 -0.225 0.004
O 0.085 -0.745 -1.756
O 1.534 0.325 0.574
S -0.011 -0.180 -0.477
H -0.338 2.217 -0.765
H -1.414 1.502 0.444
H -1.705 1.134 -1.350
H -0.562 -2.306 0.424
H -1.847 -1.052 0.677
H -0.237 -0.865 1.478
*
```

The value obtained for the highest occupied orbital energy (spin up / spin down) is -14.625 / -14.628 eV. The value obtained for the energy above the lowest of the compared OMol25 structures with the same formula, charge and spin is 4.110 eV. The total energy is -757.9601 a.u.

2.
Density functional theory data (the ωB97M-V functional and the def2-TZVPD basis) for C18H16N2O7 in the gas phase in a non-equilibrium geometry.

ORCA input file:
```
! wB97M-V def2-TZVPD RIJCOSX def2/J DEFGRID3
* xyz 0 1
C 6.922 1.198 -0.093
H 7.901 0.730 -0.008
O 5.993 0.154 0.077
C 4.660 0.435 -0.022
C 4.156 1.718 -0.204
C 2.796 1.960 -0.244
C 1.891 0.914 -0.114
C 2.387 -0.389 0.021
C 3.755 -0.644 0.082
O 4.089 -1.949 0.294
C 5.302 -2.467 -0.215
H 6.156 -2.168 0.396
H 5.185 -3.549 -0.179
H 5.466 -2.153 -1.248
C 1.448 -1.569 0.013
O 0.995 -2.038 -0.991
O 1.219 -2.129 1.214
H 1.699 -1.672 1.916
C 0.460 1.139 -0.106
N -0.273 0.171 0.281
N -1.616 0.180 0.308
C -2.496 1.180 -0.017
O -2.155 2.313 -0.288
C -3.926 0.761 0.035
C -4.861 1.743 0.342
C -6.222 1.470 0.409
C -6.610 0.178 0.142
C -5.677 -0.810 -0.189
C -4.331 -0.552 -0.249
H -3.643 -1.326 -0.544
O -6.331 -1.988 -0.422
C -7.703 -1.716 -0.232
O -7.863 -0.359 0.127
H -8.099 -2.358 0.571
H -8.254 -1.919 -1.164
H -6.944 2.231 0.653
H -4.502 2.743 0.530
H -1.982 -0.718 0.598
H 0.094 2.111 -0.421
H 2.435 2.969 -0.365
H 4.833 2.552 -0.301
H 6.828 1.664 -1.079
H 6.818 1.960 0.685
*
```

The value obtained for the highest occupied orbital energy is -8.114 eV. The value obtained for the energy above the lowest of the compared OMol25 structures with the same formula, charge and spin is 1.196 eV. The total energy is -1331.6616 a.u.

3.
Density functional theory data (the ωB97M-V functional and the def2-TZVPD basis) for 2 unconnected molecules or ions with the total composition C7H12Cl2N2P in a non-equilibrium geometry.

ORCA input file:
```
! wB97M-V def2-TZVPD RIJCOSX def2/J DEFGRID3
* xyz 1 1
C 0.956 -0.676 -0.054
C 1.116 0.598 -0.519
C -0.942 0.330 0.307
C 1.946 -1.824 0.107
C 2.425 1.192 -0.868
C -1.028 -1.953 0.966
C -0.608 2.506 -0.395
N -0.368 -0.843 0.359
N -0.104 1.208 -0.264
P -3.785 0.733 0.197
Cl -4.278 -0.561 1.596
Cl -4.139 -0.316 -1.472
H 1.655 -2.413 1.003
H 1.831 -2.544 -0.734
H 2.941 -1.477 0.167
H 3.009 0.654 -1.561
H 2.074 2.184 -1.157
H 3.065 1.355 0.082
H -2.061 -2.198 0.598
H -0.450 -2.887 0.932
H -1.131 -1.639 1.984
H 0.173 3.158 -0.998
H -1.625 2.491 -0.817
H -0.671 2.921 0.539
*
```

The value obtained for the highest occupied orbital energy is -12.220 eV. The value obtained for the energy above the lowest of the compared OMol25 structures with the same formula, charge and spin is 2.349 eV. The total energy is -1644.8866 a.u.

4.
Density functional theory data (the ωB97M-V functional and the def2-TZVPD basis) for a molecular structure, C40H42N4O2P2Pt in a non-equilibrium geometry.

ORCA input file:
```
! wB97M-V def2-TZVPD RIJCOSX def2/J DEFGRID3
* xyz 1 2
Pt 0.224 -0.293 0.066
C 2.285 -3.597 -1.927
N 1.621 -2.412 -1.401
P -0.083 -2.233 -1.252
C -0.688 -3.852 -0.752
C -1.866 -4.384 -1.284
C -2.364 -5.576 -0.793
C -1.718 -6.235 0.244
C -0.563 -5.696 0.794
C -0.058 -4.507 0.314
C -0.673 -1.922 -2.937
C -1.228 -0.681 -3.229
C -1.608 -0.389 -4.527
C -1.427 -1.332 -5.528
C -0.881 -2.572 -5.234
C -0.498 -2.874 -3.940
P 2.314 -0.807 -1.375
C 2.783 -0.633 0.391
C 2.807 0.668 0.925
C 3.123 0.871 2.255
C 3.399 -0.215 3.078
C 3.378 -1.499 2.559
C 3.070 -1.716 1.227
C 3.889 -1.168 -2.226
C 3.846 -1.145 -3.620
C 4.994 -1.374 -4.353
C 6.194 -1.608 -3.697
C 6.244 -1.609 -2.311
C 5.098 -1.375 -1.571
H 1.672 -4.470 -1.699
H 3.258 -3.728 -1.453
H 2.435 -3.548 -3.008
H -2.379 -3.870 -2.085
H -3.265 -5.992 -1.216
H -2.117 -7.162 0.627
H -0.060 -6.207 1.602
H 0.839 -4.079 0.740
H -1.376 0.028 -2.420
H -2.050 0.569 -4.757
H -1.717 -1.102 -6.542
H -0.756 -3.310 -6.011
H -0.086 -3.845 -3.703
H 2.648 1.514 0.264
H 3.160 1.872 2.655
H 3.636 -0.058 4.118
H 3.622 -2.341 3.191
H 3.071 -2.717 0.819
H 2.902 -0.950 -4.116
H 4.960 -1.360 -5.433
H 7.096 -1.772 -4.268
H 7.181 -1.787 -1.804
H 5.142 -1.362 -0.490
O -0.580 1.699 -0.506
N 0.311 2.586 -0.899
C 0.834 3.469 0.004
C 1.776 4.383 -0.373
C 2.225 4.422 -1.698
C 1.674 3.514 -2.609
C 0.728 2.616 -2.201
H 0.458 3.383 1.010
H 2.173 5.068 0.359
H 2.964 5.140 -2.006
H 1.992 3.517 -3.639
H 0.268 1.887 -2.850
C -2.499 4.702 5.672
C -3.343 3.431 5.667
N -2.847 2.426 4.733
C -3.608 2.189 3.527
C -3.426 3.302 2.493
C -1.736 1.754 5.091
O -1.131 1.978 6.124
C -1.255 0.628 4.214
C -1.016 -0.598 4.852
C -0.516 -1.658 4.109
C -0.280 -1.474 2.765
N -0.475 -0.291 2.159
C -0.934 0.741 2.872
H -2.937 5.428 6.351
H -2.441 5.142 4.680
H -1.496 4.470 6.020
H -4.378 3.654 5.400
H -3.323 3.005 6.676
H -4.668 2.111 3.790
H -3.305 1.232 3.098
H -3.921 4.215 2.813
H -3.854 2.992 1.543
H -2.370 3.519 2.348
H -1.220 -0.695 5.906
H -0.319 -2.613 4.567
H 0.065 -2.285 2.136
H -1.053 1.669 2.331
*
```

The value obtained for the highest occupied orbital energy (spin up / spin down) is -9.561 / -9.832 eV. As for the expectation value of S²: 0.7594. The value obtained for the energy above the lowest of the compared OMol25 structures with the same formula, charge and spin is 2.062 eV. The total energy is -2720.7472 a.u.

5.
Density functional theory data (the ωB97M-V functional and the def2-TZVPD basis) for a molecular structure, C16H25CrN15O4.

ORCA input file:
```
! wB97M-V def2-TZVPD RIJCOSX def2/J DEFGRID3
* xyz -1 4
Cr 0.618 0.674 0.006
O 3.085 3.512 -1.189
C 2.479 2.496 -0.945
O 1.276 2.420 -0.452
C 3.071 1.079 -1.226
O 4.146 0.911 -1.757
O 2.248 0.132 -0.876
N -0.636 3.268 1.820
C 0.168 2.397 2.505
N 0.456 2.508 3.791
N 1.189 1.416 4.065
N 1.338 0.688 3.016
N 0.701 1.288 1.981
C -1.419 2.834 0.775
N -2.460 3.508 0.320
N -2.913 2.753 -0.700
N -2.202 1.692 -0.840
N -1.223 1.695 0.099
H -0.994 4.045 2.345
C 3.493 -0.984 1.347
N 2.493 -1.621 2.178
C 2.766 -1.856 3.580
C 1.459 -2.500 4.076
N 0.546 -2.361 2.936
C -0.846 -2.019 3.199
C 1.191 -1.718 1.911
N 0.596 -1.280 0.834
C -0.290 -2.220 0.166
C -1.266 -1.501 -0.736
N -0.584 -0.555 -1.615
C -1.276 -0.123 -2.617
N -2.567 -0.431 -3.015
C -3.286 -1.678 -2.860
C -2.892 0.316 -4.223
C -1.864 1.429 -4.207
N -0.773 0.779 -3.513
C 0.427 1.544 -3.252
H 4.473 -1.291 1.707
H 3.423 0.104 1.422
H 3.371 -1.268 0.304
H 2.954 -0.903 4.083
H 3.638 -2.499 3.692
H 1.067 -1.945 4.928
H 1.572 -3.548 4.361
H -1.074 -2.253 4.235
H -1.542 -2.589 2.580
H -1.018 -0.952 3.031
H -0.868 -2.859 0.843
H 0.321 -2.892 -0.450
H -2.010 -0.966 -0.128
H -1.789 -2.285 -1.283
H -3.570 -1.868 -1.826
H -2.735 -2.541 -3.251
H -4.207 -1.588 -3.431
H -3.917 0.684 -4.174
H -2.781 -0.315 -5.117
H -2.223 2.298 -3.645
H -1.559 1.741 -5.207
H 0.757 1.993 -4.188
H 1.207 0.871 -2.896
H 0.256 2.335 -2.517
*
```

The value obtained for the highest occupied orbital energy (spin up / spin down) is -5.320 / -5.386 eV. As for the expectation value of S²: 3.7739. The value obtained for the energy above the lowest of the compared OMol25 structures with the same formula, charge and spin is 1.091 eV. The total energy is -2791.6493 a.u.

6.
Density functional theory data (the ωB97M-V functional and the def2-TZVPD basis) for C5H6N2O in the gas phase in a non-equilibrium geometry.

ORCA input file:
```
! wB97M-V def2-TZVPD RIJCOSX def2/J DEFGRID3
* xyz 0 1
C 1.604 -0.692 0.003
C -0.023 -1.239 -1.257
C -1.163 0.757 -0.232
C -0.097 1.110 0.855
C 0.498 -0.217 0.713
H -0.830 -1.487 -2.158
H -1.306 1.409 -1.211
H -2.254 0.774 0.186
H -0.905 1.390 1.697
H 0.821 1.767 0.598
H 0.339 -0.716 1.627
N 1.143 -1.529 -1.111
N -0.575 -0.608 -0.144
O 2.747 -0.721 0.434
*
```

The value obtained for the highest occupied orbital energy is -9.535 eV. The value obtained for the energy above the lowest of the compared OMol25 structures with the same formula, charge and spin is 3.591 eV. The total energy is -378.7390 a.u.

7.
Density functional theory data (the ωB97M-V functional and the def2-TZVPD basis) for 10 unconnected molecules or ions with the total composition C25H48Cl4F7N7O9S2 in a non-equilibrium geometry.

ORCA input file:
```
! wB97M-V def2-TZVPD RIJCOSX def2/J DEFGRID3
* xyz 0 1
N 14.813 9.095 -8.315
H 14.060 9.655 -8.690
H 14.996 9.464 -7.393
H 15.669 9.087 -8.852
H 14.622 8.104 -8.309
C 9.285 9.922 -7.957
F 8.522 10.291 -6.902
F 10.336 9.235 -7.591
F 8.502 9.218 -8.807
S 9.892 11.561 -8.762
O 8.747 12.405 -9.033
O 10.792 12.184 -7.790
N 10.843 10.943 -10.049
S 9.991 11.192 -11.267
O 8.613 10.712 -11.219
O 10.180 12.555 -11.775
C 10.815 10.253 -12.708
F 12.043 10.686 -12.974
F 10.849 8.939 -12.486
F 10.152 10.426 -13.834
C 18.271 15.883 -9.757
C 16.987 15.050 -9.472
O 16.697 14.954 -8.287
N 16.269 14.358 -10.386
C 16.487 14.466 -11.842
H 17.979 16.768 -10.322
H 18.944 15.290 -10.377
H 18.806 16.159 -8.848
H 15.482 13.808 -10.071
H 17.203 15.224 -12.159
H 15.517 14.597 -12.322
H 16.770 13.479 -12.209
C 5.992 16.215 -4.022
C 6.649 15.526 -2.837
O 7.880 15.712 -2.620
N 5.878 14.823 -1.999
C 4.466 14.562 -2.031
H 5.635 15.580 -4.833
H 6.771 16.823 -4.483
H 5.188 16.882 -3.711
H 6.411 14.428 -1.237
H 3.912 15.222 -1.364
H 4.303 13.530 -1.719
H 3.912 14.695 -2.960
C 5.799 18.953 -12.170
C 5.754 20.012 -13.294
O 5.489 19.657 -14.435
N 5.933 21.311 -12.980
C 5.600 22.415 -13.871
H 6.646 18.302 -12.385
H 4.830 18.456 -12.120
H 5.918 19.419 -11.192
H 6.142 21.604 -12.037
H 5.085 23.179 -13.288
H 4.964 22.203 -14.730
H 6.533 22.805 -14.278
C 13.836 7.104 -20.326
C 15.193 6.363 -20.227
O 15.299 5.169 -20.124
N 16.227 7.185 -20.406
C 17.631 6.733 -20.366
H 13.863 8.118 -20.725
H 13.349 7.142 -19.351
H 13.145 6.490 -20.903
H 16.062 8.181 -20.376
H 17.697 5.794 -19.818
H 18.303 7.477 -19.939
H 17.997 6.562 -21.378
C 11.051 19.113 -8.186
C 11.101 19.540 -6.791
O 11.970 19.045 -6.080
N 10.465 20.597 -6.421
C 10.649 21.277 -5.098
H 12.055 19.021 -8.599
H 10.500 19.864 -8.752
H 10.540 18.150 -8.170
H 9.931 21.138 -7.087
H 10.011 22.131 -4.869
H 11.635 21.727 -4.980
H 10.490 20.588 -4.268
C 2.864 10.841 -9.080
Cl 2.996 11.496 -7.422
Cl 2.860 9.087 -9.122
H 1.865 11.158 -9.380
H 3.636 11.329 -9.673
C 3.265 6.971 -3.351
Cl 2.585 5.306 -3.479
Cl 3.654 7.359 -1.684
H 4.185 7.179 -3.896
H 2.509 7.693 -3.661
F 9.318 2.058 -12.786
C 8.169 1.957 -12.166
C 7.951 2.806 -11.104
C 6.701 2.747 -10.490
C 5.750 1.800 -10.929
C 5.984 0.923 -11.970
C 7.275 0.962 -12.557
H 8.615 3.550 -10.689
H 6.475 3.359 -9.630
H 4.751 1.766 -10.521
H 5.182 0.260 -12.257
H 7.468 0.321 -13.404
*
```

The value obtained for the highest occupied orbital energy is -8.734 eV. The value obtained for the energy above the lowest of the compared OMol25 structures with the same formula, charge and spin is 0.686 eV. The total energy is -5377.8887 a.u.

8.
Density functional theory data (the ωB97M-V functional and the def2-TZVPD basis) for a gas-phase ion, C14H24N5O3S (charge +1) in a non-equilibrium geometry.

ORCA input file:
```
! wB97M-V def2-TZVPD RIJCOSX def2/J DEFGRID3
* xyz 1 1
O -1.061 -1.755 -2.012
O -2.515 -3.469 2.491
O -1.454 1.360 1.120
S -0.614 5.289 -1.269
C -0.134 -1.064 -2.436
C -2.220 -2.716 1.550
C -1.129 0.557 0.241
C 1.389 -0.457 4.424
C 0.395 -0.482 3.498
C 0.530 1.577 4.276
N 1.465 0.853 4.888
N -2.687 -2.860 0.291
N -0.976 -0.754 0.522
N 0.142 0.150 -1.959
N -0.109 0.813 3.396
C -1.342 5.365 -2.941
C 0.869 -1.640 -3.441
C -3.679 -3.869 -0.083
C -1.064 3.566 -0.764
C -0.153 -1.659 2.729
C -0.125 2.434 -1.202
C -1.364 -1.459 1.797
C -0.751 1.032 -1.177
H 1.925 -1.307 4.851
H 0.295 2.599 4.538
H 2.057 1.204 5.662
H -2.248 -2.360 -0.487
H -0.633 -1.330 -0.264
H 0.973 0.620 -2.370
H -0.885 1.113 2.814
H -0.992 6.264 -3.400
H -2.441 5.408 -2.829
H -1.069 4.510 -3.573
H 0.964 -0.990 -4.312
H 1.822 -1.720 -2.924
H 0.563 -2.606 -3.787
H -3.833 -3.815 -1.164
H -3.343 -4.878 0.193
H -4.592 -3.647 0.422
H -2.092 3.321 -1.035
H -1.029 3.548 0.314
H 0.680 -2.039 2.130
H -0.416 -2.457 3.442
H 0.716 2.412 -0.534
H 0.238 2.661 -2.218
H -2.110 -0.767 2.266
H -1.683 1.087 -1.703
*
```

The value obtained for the highest occupied orbital energy is -10.866 eV. The value obtained for the energy above the lowest of the compared OMol25 structures with the same formula, charge and spin is 0.000 eV. The total energy is -1445.4104 a.u.

Which of these has the highest energy above the lowest of the compared OMol25 structures with the same formula, charge and spin?
C2H6NO3S